No. 1
{
  "formula": "C6H12O3",
  "method": "ωB97M-V/def2-TZVPD",
  "species": ["C", "C", "C", "C", "C", "C", "O", "O", "O", "H", "H", "H", "H", "H", "H", "H", "H", "H", "H", "H", "H"],
  "xyz": [[-0.8709, -0.0300, 0.5495], [-0.3525, -0.7372, -0.7793], [-1.5393, 1.2943, 0.2058], [0.8676, -1.6443, -0.7369], [-0.6227, 2.4385, -0.0167], [0.8937, -2.6414, 0.4078], [2.1790, -0.3562, -0.3414], [0.3350, 2.4273, -0.7556], [-0.8423, 3.4395, 0.8020], [-1.4635, -0.7573, 1.0841], [-0.0852, 0.1828, 1.2113], [-1.2036, -1.5109, -1.2598], [-0.2956, -0.0651, -1.4951], [-2.0239, 1.1843, -0.7967], [-2.3932, 1.4779, 0.9315], [1.8664, -2.7642, 0.8753], [0.6875, -3.6169, 0.0047], [0.2758, -2.4265, 1.2737], [2.0502, 0.5465, -0.5161], [2.8007, -0.5877, -1.0247], [-0.2632, 4.1466, 0.3765]],
  "homo_energy_ev": -6.8,
  "homo_lumo_gap_ev": 7.37
}



No. 2
{
  "formula": "C2HFMnO",
  "method": "ωB97M-V/def2-TZVPD",
  "species": ["H", "O", "C", "C", "F", "Mn"],
  "xyz": [[-1.0102, 1.0298, 1.4863], [-1.5832, 0.2757, 0.5726], [-0.3495, 0.9050, 0.2776], [0.5352, 0.0019, -0.1979], [1.8892, 0.2836, -0.0855], [-1.0189, -1.2532, -0.4967]],
  "spin_multiplicity": 6,
  "homo_energy_ev": [-8.2, -8.4],
  "homo_lumo_gap_ev": [6.75, 6.86]
}



No. 3
{
  "formula": "C12H27AlClNO",
  "method": "ωB97M-V/def2-TZVPD",
  "species": ["C", "C", "Cl", "C", "Al", "H", "H", "H", "H", "H", "H", "H", "H", "H", "C", "C", "C", "C", "C", "C", "N", "O", "C", "C", "C", "H", "H", "H", "H", "H", "H", "H", "H", "H", "H", "H", "H", "H", "H", "H", "H", "H", "H"],
  "xyz": [[2.7454, -1.7772, -4.6829], [1.6286, -0.5382, -4.5628], [2.3715, 1.0781, -4.0423], [0.4044, -1.0502, -3.5474], [-1.3280, -1.3146, -4.6916], [2.1645, -2.6390, -5.2671], [3.6314, -1.3536, -5.3470], [3.0903, -2.1637, -3.6286], [1.2255, -0.3935, -5.6768], [0.6607, -2.1486, -3.1583], [0.2343, -0.3006, -2.6621], [-1.5207, -0.1593, -5.7734], [-1.2519, -2.7351, -5.4433], [-2.5952, -1.3694, -3.7021], [-0.7494, 1.2901, 4.1360], [-1.0505, 0.0977, 3.1839], [0.1829, -0.8428, 3.0955], [1.3272, -0.2817, 2.2559], [0.8346, 0.1581, 0.8811], [-0.3709, 1.1326, 0.9499], [-1.4690, 0.6305, 1.8415], [-2.1326, -0.4065, 1.1596], [0.1192, 2.5231, 1.4340], [-0.8654, 1.4148, -0.5058], [-2.1943, -0.6835, 3.9131], [-1.3270, 2.1788, 3.8630], [-1.0198, 1.0642, 5.1756], [0.3102, 1.5553, 4.1625], [-0.1138, -1.8081, 2.6642], [0.5588, -1.0652, 4.1036], [1.8072, 0.5566, 2.7729], [2.1017, -1.0473, 2.1372], [1.6655, 0.6221, 0.3356], [0.5604, -0.7387, 0.3068], [-0.7227, 3.2124, 1.5701], [0.7947, 2.9800, 0.7001], [0.6859, 2.4918, 2.3633], [-1.1408, 0.5025, -1.0429], [-0.0785, 1.8921, -1.1022], [-1.7295, 2.0884, -0.5050], [-3.0976, -0.0678, 4.0032], [-1.8859, -0.9682, 4.9264], [-2.4614, -1.6162, 3.4067]],
  "homo_energy_ev": -7.6,
  "homo_lumo_gap_ev": 2.44
}



No. 4
{
  "formula": "C41H38BaN2P2S4",
  "method": "ωB97M-V/def2-TZVPD",
  "species": ["Ba", "C", "N", "C", "C", "N", "C", "C", "C", "C", "C", "C", "C", "S", "C", "C", "C", "C", "C", "C", "S", "H", "H", "H", "H", "H", "H", "H", "H", "H", "H", "H", "H", "H", "H", "H", "H", "H", "H", "S", "P", "C", "P", "S", "C", "C", "C", "C", "C", "C", "C", "C", "C", "C", "C", "C", "C", "C", "C", "C", "C", "C", "C", "C", "C", "C", "C", "C", "H", "H", "H", "H", "H", "H", "H", "H", "H", "H", "H", "H", "H", "H", "H", "H", "H", "H", "H", "H"],
  "xyz": [[-1.2265, -0.5157, -1.7311], [-5.5539, -0.3447, -2.4851], [-4.5028, -0.3521, -1.4195], [-4.8317, 0.7197, -0.5000], [-3.6544, 0.9198, 0.5265], [-2.5677, 1.6442, -0.1412], [-1.3371, 1.5109, 0.6690], [-2.7995, 2.9912, -0.5007], [-3.3680, 3.8678, 0.4206], [-3.6738, 5.1871, 0.1060], [-3.2144, 5.7168, -1.1182], [-2.6494, 4.8100, -2.0108], [-2.4218, 3.4374, -1.7975], [-1.7789, 2.3799, -3.0359], [-4.3793, -1.6539, -0.8658], [-4.8127, -1.9434, 0.4348], [-4.7040, -3.2113, 1.0062], [-4.1860, -4.2089, 0.2068], [-3.7633, -3.9600, -1.1000], [-3.8222, -2.6707, -1.6686], [-3.2389, -2.3540, -3.2865], [-6.5829, -0.1171, -2.0697], [-5.6127, -1.3237, -3.0276], [-5.4704, 0.4858, -3.1930], [-5.7750, 0.4703, 0.0610], [-4.9777, 1.5872, -1.1156], [-3.1779, -0.0289, 0.8308], [-4.1195, 1.4522, 1.4155], [-1.3764, 2.1073, 1.6008], [-0.4753, 1.8599, 0.0790], [-1.1308, 0.4744, 1.0216], [-3.6058, 3.4835, 1.4194], [-4.1289, 5.8542, 0.8166], [-3.3810, 6.7116, -1.3966], [-2.3905, 5.2357, -2.9884], [-5.0785, -1.0813, 1.1000], [-4.8495, -3.4099, 2.0647], [-4.0691, -5.1994, 0.6281], [-3.4305, -4.7760, -1.6921], [-0.7251, -2.5984, 0.6022], [1.0478, -1.5762, 0.7224], [1.3155, -0.5069, -0.4755], [2.1766, 0.0344, -1.7432], [1.4464, -0.4529, -3.5353], [3.8994, -0.4235, -1.7333], [4.6373, -0.1570, -0.5464], [5.8910, -0.7335, -0.3024], [6.4272, -1.5850, -1.2611], [5.7895, -1.6896, -2.4941], [4.5343, -1.1355, -2.7150], [2.3500, 1.8413, -1.7132], [3.0673, 2.4465, -2.7619], [3.4643, 3.7446, -2.7056], [3.0429, 4.5448, -1.6057], [2.3288, 3.9302, -0.5624], [1.9934, 2.5526, -0.6152], [2.2448, -2.8712, 1.2131], [3.2301, -3.2903, 0.3218], [4.1414, -4.2066, 0.7180], [4.0889, -4.8562, 1.9366], [3.0537, -4.4865, 2.7840], [2.1819, -3.4600, 2.4339], [0.9341, -0.8240, 2.4140], [1.8389, 0.1378, 2.7767], [1.8871, 0.6689, 4.0639], [0.9555, 0.3319, 5.0260], [-0.0159, -0.6391, 4.6825], [-0.0279, -1.1955, 3.3774], [4.2341, 0.3732, 0.2578], [6.4261, -0.5443, 0.6395], [7.3720, -2.1955, -1.0505], [6.1844, -2.3219, -3.3144], [3.9343, -1.3044, -3.6672], [3.2586, 1.8649, -3.6500], [4.0700, 4.1222, -3.5074], [3.3306, 5.6015, -1.4988], [2.0785, 4.5004, 0.3431], [1.5381, 1.9806, 0.2701], [3.3751, -2.7421, -0.6231], [4.9935, -4.4140, 0.0707], [4.8873, -5.5071, 2.2302], [2.9035, -4.8808, 3.8099], [1.5048, -3.2324, 3.2211], [2.7147, 0.2879, 2.1164], [2.7024, 1.2781, 4.3334], [0.9707, 0.8323, 6.0262], [-0.7162, -1.0874, 5.3443], [-0.8427, -1.9124, 3.0832]],
  "homo_energy_ev": -1.8,
  "charge": -2,
  "homo_lumo_gap_ev": 6.01
}



No. 5
{
  "formula": "C17H17Cl2F3N4O3Ru",
  "method": "ωB97M-V/def2-TZVPD",
  "species": ["Ru", "O", "C", "N", "C", "O", "C", "C", "C", "C", "C", "N", "C", "C", "C", "C", "C", "N", "H", "H", "H", "H", "H", "H", "H", "H", "F", "C", "F", "F", "Cl", "C", "Cl", "H", "H", "C", "N", "C", "C", "O", "H", "H", "H", "H", "H", "H", "H"],
  "xyz": [[0.3410, 0.4474, -0.0049], [-2.3477, 2.3058, 2.2568], [-1.3586, 1.8344, 1.7966], [-1.2817, 1.2335, 0.4973], [-2.3591, 1.2354, -0.4422], [-3.4106, 1.7607, -0.2678], [-2.0081, 0.4526, -1.6730], [-2.9204, 0.3148, -2.6945], [-2.5460, -0.4108, -3.8189], [-1.2780, -0.9648, -3.8669], [-0.4127, -0.7787, -2.8005], [-0.7735, -0.0834, -1.7169], [-0.0460, 1.7532, 2.5193], [0.0857, 2.3317, 3.7601], [1.3278, 2.2853, 4.3831], [2.3762, 1.6641, 3.7305], [2.1665, 1.0967, 2.4824], [0.9732, 1.1321, 1.8846], [-3.8925, 0.7785, -2.5952], [-3.2334, -0.5360, -4.6446], [-0.9444, -1.5298, -4.7258], [0.5902, -1.1778, -2.8140], [-0.7746, 2.8107, 4.2073], [1.4702, 2.7330, 5.3574], [3.3619, 1.6117, 4.1708], [2.9683, 0.6009, 1.9599], [2.2854, 0.1000, -2.1151], [2.2712, 0.6007, -0.8740], [2.9532, -0.2705, -0.1000], [2.8992, 1.7627, -0.8726], [0.6973, 3.4415, -0.1114], [0.8229, 4.0999, -1.7820], [0.3583, 2.9332, -3.0148], [1.8510, 4.4034, -1.9333], [0.1380, 4.9369, -1.8356], [1.3090, -3.9740, 0.7042], [-0.0753, -3.5577, 0.4359], [-1.0709, -4.6330, 0.2970], [-0.4307, -2.3218, 0.3763], [0.3979, -1.3580, 0.6138], [1.2987, -4.6905, 1.5230], [1.9148, -3.1150, 0.9695], [1.7077, -4.4559, -0.1871], [-1.2801, -5.0588, 1.2765], [-0.6586, -5.4029, -0.3505], [-1.9855, -4.2419, -0.1407], [-1.4774, -2.0993, 0.1798]],
  "homo_energy_ev": -16.0,
  "charge": 2,
  "homo_lumo_gap_ev": 7.31
}



No. 6
{
  "formula": "C29H36F5N7O15",
  "method": "ωB97M-V/def2-TZVPD",
  "species": ["O", "C", "O", "C", "C", "F", "O", "H", "H", "H", "O", "C", "O", "C", "C", "F", "O", "H", "H", "H", "O", "C", "O", "C", "C", "F", "O", "H", "H", "H", "O", "C", "O", "C", "C", "F", "O", "H", "H", "H", "O", "C", "O", "C", "C", "F", "O", "H", "H", "H", "C", "C", "N", "H", "H", "H", "C", "C", "N", "H", "H", "H", "C", "C", "N", "H", "H", "H", "C", "C", "N", "H", "H", "H", "C", "C", "N", "H", "H", "H", "C", "C", "N", "H", "H", "H", "C", "C", "N", "H", "H", "H"],
  "xyz": [[14.7363, 8.4750, 11.4679], [15.6189, 9.1068, 12.1165], [16.2831, 8.6772, 13.1245], [16.9520, 9.6278, 13.8627], [16.9249, 10.7339, 12.8725], [18.2213, 10.8191, 12.3218], [15.9790, 10.2943, 11.9073], [16.3214, 9.8191, 14.7310], [17.9391, 9.3574, 14.2376], [16.7253, 11.6445, 13.4373], [11.3318, 14.5380, 13.5288], [10.8864, 13.6183, 14.1584], [10.4007, 12.3688, 13.6053], [9.5433, 11.7056, 14.5614], [10.0881, 12.4679, 15.8237], [11.0105, 11.8370, 16.5001], [10.5703, 13.7076, 15.4036], [8.5028, 11.9540, 14.3527], [9.6240, 10.6206, 14.6283], [9.2314, 12.7161, 16.4502], [9.3177, 3.1399, 19.1287], [8.5516, 3.1185, 20.1064], [8.8144, 2.6860, 21.4010], [7.8016, 2.8785, 22.3103], [6.7906, 3.6404, 21.3863], [6.6248, 4.7988, 21.9119], [7.2568, 3.6286, 20.0656], [7.2422, 1.9770, 22.5598], [8.3019, 3.3970, 23.1283], [5.8765, 3.0523, 21.3049], [10.2903, 2.4543, 12.3059], [10.8916, 3.2968, 13.0460], [12.2624, 3.4351, 13.1178], [12.6804, 4.2921, 14.0798], [11.3870, 5.0403, 14.3691], [11.3975, 6.1141, 13.5248], [10.3658, 4.1948, 13.8609], [12.8934, 3.6125, 14.9050], [13.5157, 4.9236, 13.7771], [11.2619, 5.2525, 15.4309], [14.9957, -1.1695, 20.1087], [15.3482, 0.0288, 20.1747], [14.5284, 1.0902, 20.5994], [15.0288, 2.3217, 20.1796], [16.5295, 2.0628, 20.0792], [17.1646, 2.2474, 21.1221], [16.5101, 0.5941, 19.8490], [14.7061, 2.5983, 19.1758], [14.8610, 3.1046, 20.9193], [17.0419, 2.6552, 19.3211], [6.9951, 0.2495, 14.7088], [6.0102, 1.1752, 14.1268], [5.2088, 1.8319, 13.5927], [7.5091, -0.1624, 13.8403], [6.7523, -0.6434, 15.2849], [7.6188, 0.7959, 15.4163], [17.2855, 3.4562, 10.2853], [17.9714, 2.5213, 11.2242], [18.4611, 1.7916, 11.9449], [17.6943, 3.3543, 9.2801], [17.3778, 4.5193, 10.5076], [16.2270, 3.1972, 10.3074], [12.2820, -1.2083, 9.2704], [13.6995, -1.1344, 9.5733], [14.8263, -1.0593, 9.7522], [12.0160, -0.3091, 8.7148], [11.6957, -1.5653, 10.1171], [12.1466, -2.0159, 8.5510], [13.5294, 8.0737, 22.3256], [13.6574, 7.8152, 20.9028], [13.6580, 7.4668, 19.8179], [13.0900, 7.1858, 22.7802], [12.8266, 8.8992, 22.4382], [14.5138, 8.2648, 22.7529], [7.4137, 4.8568, 9.0794], [6.5390, 3.8302, 8.3614], [5.9201, 3.0517, 7.8373], [8.4959, 4.7499, 9.1534], [7.1508, 4.8669, 10.1372], [6.9792, 5.6938, 8.5328], [21.1554, 4.2629, 15.2123], [19.7079, 4.5431, 15.3814], [18.5913, 4.7712, 15.4090], [21.1719, 3.7201, 14.2672], [21.5641, 3.6319, 16.0016], [21.8102, 5.1108, 15.0115], [15.4676, -1.3109, 14.9358], [14.2563, -2.1131, 14.7161], [13.2714, -2.7378, 14.5064], [15.6362, -1.0568, 15.9823], [15.3718, -0.4118, 14.3271], [16.3670, -1.8744, 14.6877]],
  "homo_energy_ev": -11.1,
  "homo_lumo_gap_ev": 10.92,
  "smiles": "O=C1OC[C@@H](F)O1.O=C1OC[C@@H](F)O1.O=C1OC[C@@H](F)O1.O=C1OC[C@@H](F)O1.O=C1OC[C@@H](F)O1.CC#N.CC#N.CC#N.CC#N.CC#N.CC#N.CC#N"
}